Arrangement one

A structure of composition C4H10OS2, computed with ωB97M-V/def2-TZVPD.

Each line ends with the Mulliken charge.
Geometry (Å):
C -1.93 -1.26 -0.67  -1.44
C -0.63 -0.50 -0.76  1.14
C 0.03 -0.25 0.59  -0.69
C -0.36 0.35 -1.92  -0.70
H -1.77 -2.23 -0.19  0.32
H -2.66 -0.71 -0.08  0.34
H -2.33 -1.44 -1.67  0.38
H -0.61 0.41 1.19  0.36
H 0.10 -1.20 1.12  0.32
H 2.17 -0.29 -0.40  0.15
H 0.32 1.20 -1.83  0.27
H -1.12 0.43 -2.70  0.30
H 1.53 2.42 2.36  0.17
H 3.22 2.10 3.24  0.15
O 0.25 -0.94 -1.80  -0.50
S 1.67 0.53 0.54  -0.19
S 2.12 1.39 2.98  -0.40

Summary:
LUMO, eV: 0.7
Total charge: 0
Frontier orbital gap, eV: 8.62

Arrangement two

A cluster of 2 separate species, C4H10OS2 in total, computed with ωB97M-V/def2-TZVPD.

Each line ends with the Mulliken charge.
Geometry (Å):
C -0.30 1.44 -0.97  -0.99
C -1.40 0.61 1.30  -1.22
C 2.36 -1.51 -0.17  -0.13
C -1.36 0.54 -0.28  0.16
O -1.27 -2.10 0.26  -0.48
S 3.38 -0.11 -0.28  -0.15
S -0.61 -1.11 -0.64  0.33
H -0.47 2.42 -0.58  0.39
H 0.63 0.97 -0.71  0.05
H -0.42 1.38 -2.02  0.35
H -2.18 1.36 1.64  0.33
H -0.43 0.93 1.77  0.28
H -1.66 -0.38 1.65  0.43
H 1.26 -1.09 -0.25  -0.46
H 2.12 -1.97 0.85  0.31
H 2.61 -2.23 -0.86  0.35
H -2.27 0.84 -0.71  0.45

Summary:
LUMO (alpha / beta), eV: -1.3 / -1.7
Total charge: 0
Frontier orbital gap (alpha / beta), eV: 7.76 / 7.02

Most stable structure - arrangement one; separation to the second - 1.404 eV.

Arrangement one

A cluster of 2 separate species, C6H14NOPS in total, computed with ωB97M-V/def2-TZVPD.

Each line ends with the Mulliken charge.
Geometry (Å):
C -1.74 -1.58 0.28  -0.41
C -0.39 -2.27 0.24  -0.99
C -1.77 -0.61 -0.86  -0.77
C 0.80 -1.27 0.48  -0.84
C -0.58 0.44 -0.92  -1.10
C 0.75 -0.24 -0.64  0.18
N 2.06 2.03 1.07  -0.56
O 3.43 0.21 -0.21  -0.48
P 2.05 1.12 -0.21  0.26
S -0.63 4.62 1.64  -0.17
H -2.58 -2.33 0.07  0.24
H -2.06 -1.00 1.22  0.29
H -0.17 -3.13 0.86  0.35
H -0.50 -2.53 -0.72  0.49
H -1.85 -1.07 -1.87  0.33
H -2.64 0.15 -0.89  0.35
H 0.69 -0.78 1.39  0.49
H 1.71 -1.89 0.40  0.36
H -0.75 0.93 -1.81  0.43
H -0.72 1.09 -0.16  0.48
H 1.04 -0.80 -1.50  0.40
H 1.26 2.71 0.98  0.19
H 3.98 0.88 0.33  0.33
H -1.40 5.31 0.84  0.16

Summary:
LUMO (alpha / beta), eV: -0.4 / -2.7
Total charge: 0
Frontier orbital gap (alpha / beta), eV: 9.32 / 4.55

Arrangement two

A cluster of 2 separate species, C6H14NOPS in total, computed with ωB97M-V/def2-TZVPD.

Each line ends with the Mulliken charge.
Geometry (Å):
C -0.32 2.39 -0.55  -0.65
C -1.21 1.86 0.58  -0.59
C -0.09 1.27 -1.55  -1.10
C -0.33 0.86 1.38  -0.71
C 0.60 0.05 -0.89  -0.95
C -0.17 -0.29 0.44  0.00
N 0.08 -3.41 -1.39  -0.66
O 2.23 -1.53 1.37  -0.56
P 0.82 -1.84 1.02  0.68
S 0.15 -3.30 2.30  -0.24
H -0.78 3.16 -1.26  0.26
H 0.62 2.68 -0.23  0.42
H -1.63 2.70 1.11  0.34
H -2.15 1.37 0.12  0.33
H -0.91 0.87 -1.99  0.50
H 0.64 1.46 -2.32  0.39
H 0.58 1.36 1.60  0.38
H -0.89 0.60 2.26  0.38
H 0.64 -0.78 -1.53  0.47
H 1.64 0.32 -0.51  0.40
H -1.18 -0.74 0.14  0.26
H 0.94 -3.07 -1.78  0.23
H -0.58 -2.66 -1.17  0.24
H 1.31 -3.33 2.85  0.17

Summary:
LUMO (alpha / beta), eV: -1.2 / -1.2
Total charge: 0
Frontier orbital gap (alpha / beta), eV: 6.85 / 6.84

Most stable structure - arrangement two; separation to the second - 0.113 eV.

Arrangement one

A structure of composition C2H7N2OS, computed with ωB97M-V/def2-TZVPD.

Each line ends with the Mulliken charge.
Geometry (Å):
C 0.12 0.13 0.27  0.93
C 0.81 -1.24 0.20  -0.97
N -1.16 0.17 0.77  -0.38
N 0.66 1.17 -0.22  -0.54
O -1.94 2.58 -1.28  -0.37
S -0.73 3.03 -0.35  0.32
H -0.02 -1.94 0.41  0.29
H 1.72 -1.18 0.88  0.31
H 1.14 -1.53 -0.80  0.34
H -1.68 -0.69 0.91  0.21
H -1.60 1.04 0.96  0.15
H 1.64 1.30 -0.66  0.29
H -1.98 3.05 -2.22  0.42

Summary:
LUMO, eV: -6.1
Total charge: +1
Frontier orbital gap, eV: 8.30

Arrangement two

A structure of composition C2H7N2OS, computed with ωB97M-V/def2-TZVPD.

Each line ends with the Mulliken charge.
Geometry (Å):
C -1.99 0.60 0.43  0.81
C -0.93 -0.08 -0.11  -0.85
N 0.66 -1.76 1.66  -0.33
N 0.77 1.22 -1.46  -0.69
O -2.80 1.12 1.09  -0.24
S 0.74 -0.36 0.98  0.03
H -1.23 -1.04 -0.61  0.38
H -0.15 0.78 -0.84  0.26
H 0.66 -1.78 2.64  0.29
H 1.11 -2.56 1.28  0.26
H 1.55 1.77 -1.03  0.33
H 0.36 1.72 -2.27  0.34
H 1.24 0.36 -1.75  0.39

Summary:
LUMO, eV: -4.6
Total charge: +1
Frontier orbital gap, eV: 9.20

Most stable structure - arrangement one; separation to the second - 0.055 eV.

Arrangement one

The ion C5H11NO2 with charge +1, computed with ωB97M-V/def2-TZVPD.

Each line ends with the Löwdin spin population.
Geometry (Å):
C 1.36 -1.86 -0.58  0.05
O 0.63 -2.93 -1.12  0.07
C 0.50 -1.01 0.42  0.12
C -0.71 -0.38 -0.31  0.01
C -0.50 1.10 -0.58  0.04
C -0.42 1.79 0.73  0.06
N -1.10 2.86 1.02  0.02
O 0.36 1.30 1.59  0.59
H 2.22 -2.26 -0.02  0.00
H 1.67 -1.22 -1.39  0.00
H 0.38 -3.54 -0.42  0.00
H 0.13 -1.60 1.25  0.00
H 1.24 -0.22 0.64  0.03
H -1.64 -0.62 0.21  0.00
H -0.81 -0.84 -1.28  0.01
H 0.45 1.26 -1.09  0.00
H -1.29 1.47 -1.25  0.00
H -1.59 3.36 0.29  0.00
H -0.86 3.36 1.87  0.00

Summary:
Multiplicity: 2
Expectation value of S²: 0.757
LUMO (alpha / beta), eV: -3.4 / -8.6
Total charge: +1
Frontier orbital gap (alpha / beta), eV: 10.94 / 5.35

Arrangement two

A structure of composition C5H11NO2, computed with ωB97M-V/def2-TZVPD.

Each line ends with the Löwdin spin population.
Geometry (Å):
O 3.38 -0.52 -1.43  0.84
C 2.28 0.05 -0.97  0.08
N 0.91 0.03 -1.50  0.04
C 0.03 0.46 -0.37  0.00
C -0.32 -0.83 0.36  0.00
C -1.38 -0.67 1.53  0.00
O 1.03 -1.02 1.38  0.00
C -1.12 1.34 -0.88  0.00
H 2.39 0.82 -0.28  0.04
H 1.60 -0.94 -0.92  0.00
H 0.60 1.08 0.32  0.00
H -0.84 -1.42 -0.41  0.00
H -1.18 0.19 2.29  0.00
H -2.44 -0.50 1.26  0.00
H -1.48 -1.53 2.22  0.00
H 0.67 -1.48 0.27  0.00
H -2.12 0.91 -0.53  0.00
H -0.97 1.69 -1.98  0.00
H -1.01 2.34 -0.34  0.00

Summary:
Multiplicity: 2
Expectation value of S²: 0.759
LUMO (alpha / beta), eV: -6.5 / -9.3
Total charge: +1
Frontier orbital gap (alpha / beta), eV: 8.89 / 6.11

Most stable structure - arrangement one; separation to the second - 9.736 eV.

Arrangement one

The ion C5H12N3 with charge +1, computed with ωB97M-V/def2-TZVPD.

Each line ends with the Mulliken charge.
Geometry (Å):
H -2.35 1.01 0.81  0.21
N -2.04 1.23 -0.18  -0.54
C -1.11 0.58 -0.64  0.30
C -0.40 0.54 -1.98  -0.32
C 0.49 -0.58 -1.93  -0.86
C 1.00 -0.74 -0.55  -0.57
N -0.33 -0.57 0.14  -0.21
N -0.34 -0.40 1.56  -0.09
C 0.62 0.38 2.25  -0.76
H -1.22 0.52 -2.77  0.30
H 0.15 1.49 -2.10  0.25
H -0.09 -1.35 -2.19  0.38
H 1.30 -0.51 -2.58  0.43
H 1.49 -1.77 -0.43  0.29
H 1.63 0.07 -0.22  0.47
H -0.27 -1.39 1.70  0.36
H -1.31 -0.09 1.83  0.36
H 0.48 1.41 1.88  0.34
H 0.64 0.21 3.39  0.35
H 1.66 -0.06 2.01  0.32

Summary:
LUMO, eV: -3.4
Total charge: +1
Frontier orbital gap, eV: 10.72
Structure (SMILES): [H]/N=C1/CCCN1[NH2+]C

Arrangement two

A cluster of 2 separate species, C5H12N3 in total, computed with ωB97M-V/def2-TZVPD.

Each line ends with the Mulliken charge.
Geometry (Å):
C -1.71 -0.63 1.16  0.14
C 0.76 -0.55 -0.38  -0.16
C 1.19 0.66 -0.68  -0.42
C 0.32 -1.44 -1.52  -0.93
C 1.93 1.55 0.27  -1.00
N -1.79 0.46 0.80  0.59
N -1.82 -1.82 1.43  -0.31
N -1.58 1.63 0.35  -0.49
H 1.06 -1.02 0.60  0.45
H 1.06 1.10 -1.69  0.36
H -0.56 -1.96 -1.24  0.32
H 1.28 -2.05 -1.63  0.28
H 0.22 -0.80 -2.47  0.26
H 2.80 1.99 -0.18  0.37
H 2.40 0.85 1.01  0.27
H 1.34 2.37 0.79  0.21
H -2.64 -2.38 0.95  0.33
H -1.20 -2.21 2.13  0.28
H -0.99 1.87 -0.39  0.22
H -2.07 2.38 0.68  0.23

Summary:
LUMO, eV: -3.6
Total charge: +1
Frontier orbital gap, eV: 9.28

Most stable structure - arrangement one; separation to the second - 0.896 eV.